Record 1
{
  "formula": "H30O15",
  "method": "wB97M-V/def2-TZVPD",
  "charge": 0,
  "e_tot_ev": -31192.9194,
  "homo_lumo_gap_ev": 9.37,
  "max_force_ev_per_a": 7.52,
  "e_above_lowest_kj_mol": 843.9,
  "symbols": ["H", "H", "H", "H", "H", "H", "H", "H", "H", "H", "H", "H", "H", "H", "H", "H", "H", "H", "H", "H", "H", "H", "H", "H", "H", "H", "H", "H", "H", "H", "O", "O", "O", "O", "O", "O", "O", "O", "O", "O", "O", "O", "O", "O", "O"],
  "coordinates": [[0.84, -0.73, 0.03], [0.39, 0.73, -0.26], [2.67, -2.40, -3.02], [2.31, -2.25, -1.59], [4.70, -1.93, -1.22], [3.80, -1.84, 0.02], [-2.12, -1.73, 3.35], [-1.06, -1.72, 4.35], [-2.64, -2.26, -1.91], [-1.93, -2.40, -3.25], [-0.19, -1.59, -1.56], [0.63, -0.91, -2.44], [-1.76, 4.09, -2.96], [-0.59, 3.24, -3.50], [3.18, -2.28, 3.07], [2.04, -1.30, 3.16], [-4.07, 0.50, -0.43], [-4.54, -0.59, -1.21], [2.18, 3.81, 0.38], [1.39, 4.50, 1.44], [-3.41, 0.86, 1.21], [-3.83, 0.46, 2.60], [2.42, 1.67, 0.69], [1.88, 2.46, -0.46], [-2.60, -2.62, 0.03], [-2.21, -1.27, 0.49], [-1.69, 3.72, 1.32], [-1.20, 2.64, 0.47], [1.54, 0.32, 1.36], [2.89, -0.39, 1.09], [0.03, -0.15, -0.28], [2.90, -2.85, -2.16], [3.97, -1.35, -0.79], [-1.28, -2.12, 3.59], [-2.81, -2.59, -2.81], [0.26, -1.80, -2.32], [-0.82, 4.15, -3.37], [2.73, -1.66, 2.63], [-4.25, -0.38, -0.29], [2.20, 4.67, 0.95], [-3.42, 1.13, 2.08], [2.44, 1.71, -0.27], [-2.95, -1.87, 0.53], [-0.93, 3.44, 0.79], [2.06, -0.42, 1.58]]
}

***

Record 2
{
  "formula": "CH4N2O2S",
  "method": "wB97M-V/def2-TZVPD",
  "charge": 0,
  "e_tot_ev": -19006.2388,
  "homo_lumo_gap_ev": [7.76, 7.63],
  "max_force_ev_per_a": 5.08,
  "e_above_lowest_kj_mol": 548.5,
  "symbols": ["C", "N", "N", "O", "O", "S", "H", "H", "H", "H"],
  "coordinates": [[0.51, -0.67, 0.03], [-0.37, -1.62, -0.17], [-0.87, 0.90, 0.51], [2.40, 0.87, 0.19], [-0.68, 1.87, -0.40], [2.08, -0.51, -0.22], [-1.29, -1.17, -0.13], [-0.26, -2.52, 0.08], [-0.62, 1.22, 1.42], [-0.89, 1.63, -1.29]]
}

***

Record 3
{
  "formula": "C34H46CrF5GeNO3SSbTe",
  "method": "wB97M-V/def2-TZVPD",
  "charge": -1,
  "e_tot_ev": -166831.1588,
  "homo_lumo_gap_ev": [7.31, 8.37],
  "max_force_ev_per_a": 3.22,
  "multiplicity": 5,
  "e_above_lowest_kj_mol": 151.5,
  "symbols": ["Cr", "F", "Te", "F", "F", "F", "F", "O", "S", "C", "N", "C", "C", "C", "C", "Sb", "C", "C", "C", "C", "C", "C", "C", "C", "H", "H", "H", "H", "H", "H", "H", "H", "H", "H", "H", "H", "H", "H", "H", "H", "H", "H", "H", "H", "H", "H", "H", "H", "H", "H", "H", "O", "C", "O", "C", "C", "Ge", "C", "C", "C", "C", "C", "C", "C", "C", "C", "C", "C", "C", "C", "C", "C", "C", "C", "C", "H", "H", "H", "H", "H", "H", "H", "H", "H", "H", "H", "H", "H", "H", "H", "H", "H", "H", "H"],
  "coordinates": [[-0.04, 1.77, -0.28], [-1.81, 2.19, 0.51], [-3.32, 2.59, 1.96], [-4.83, 3.34, 2.91], [-2.26, 4.05, 2.55], [-3.79, 3.68, 0.53], [-4.26, 1.18, 0.99], [0.86, 1.82, 1.23], [0.33, 3.69, -4.36], [0.05, 3.38, -2.80], [0.01, 3.09, -1.67], [3.68, -1.05, 5.24], [2.54, -1.42, 4.36], [1.19, -1.42, 4.99], [2.70, -1.68, 2.91], [2.46, 1.96, 2.37], [2.33, 4.08, 2.64], [3.74, 4.74, 2.62], [1.82, 4.07, 4.10], [1.30, 4.86, 1.78], [3.93, 1.83, 0.80], [3.80, 2.76, -0.45], [5.31, 1.95, 1.41], [3.85, 0.30, 0.25], [3.43, -1.16, 6.35], [3.89, 0.06, 5.31], [4.65, -1.53, 5.01], [1.24, -1.93, 5.99], [0.51, -1.79, 4.24], [0.90, -0.40, 5.15], [1.83, -2.16, 2.52], [3.63, -2.30, 2.75], [2.82, -0.78, 2.31], [4.28, 4.26, 3.40], [3.55, 5.81, 2.76], [4.28, 4.60, 1.67], [2.48, 3.64, 4.85], [0.88, 3.46, 4.23], [1.60, 5.07, 4.54], [1.46, 4.78, 0.71], [1.19, 5.87, 2.05], [0.33, 4.48, 2.11], [3.47, 3.75, -0.34], [3.24, 2.26, -1.21], [4.79, 2.91, -0.85], [5.59, 2.98, 1.38], [5.97, 1.38, 0.78], [5.40, 1.67, 2.48], [2.80, -0.02, 0.13], [4.37, -0.19, 1.08], [4.47, 0.15, -0.64], [-0.77, 0.41, -1.59], [0.39, 0.03, -1.91], [1.40, 0.59, -1.37], [0.63, -1.17, -2.79], [-0.54, -1.73, -3.53], [-2.17, -2.33, -2.57], [-3.65, -1.14, -2.91], [-4.98, -1.42, -2.53], [-5.96, -0.53, -2.86], [-5.67, 0.66, -3.55], [-4.41, 0.89, -3.97], [-3.37, 0.06, -3.52], [-2.62, -3.98, -3.58], [-2.94, -3.81, -4.96], [-3.21, -4.93, -5.72], [-3.11, -6.26, -5.15], [-2.68, -6.38, -3.84], [-2.41, -5.25, -3.07], [-1.88, -2.40, -0.66], [-2.47, -1.48, 0.13], [-2.25, -1.47, 1.52], [-1.41, -2.38, 2.04], [-0.72, -3.28, 1.20], [-0.99, -3.29, -0.14], [1.06, -1.88, -2.10], [1.57, -0.97, -3.50], [-0.17, -2.62, -4.05], [-0.91, -1.13, -4.39], [-5.32, -2.43, -2.16], [-7.01, -0.75, -2.49], [-6.50, 1.29, -3.89], [-4.19, 1.83, -4.46], [-2.34, 0.38, -3.70], [-2.97, -2.78, -5.35], [-3.45, -4.83, -6.77], [-3.50, -7.07, -5.69], [-2.72, -7.30, -3.27], [-2.15, -5.40, -2.06], [-3.31, -0.92, -0.29], [-2.96, -0.92, 2.15], [-1.36, -2.43, 3.19], [-0.08, -4.02, 1.63], [-0.54, -4.08, -0.77]]
}

***

Record 4
{
  "formula": "C9H26N4O3Rb",
  "method": "wB97M-V/def2-TZVPD",
  "charge": 2,
  "e_tot_ev": -22495.7231,
  "homo_lumo_gap_ev": [9.43, 3.45],
  "max_force_ev_per_a": 5.94,
  "multiplicity": 2,
  "e_above_lowest_kj_mol": 0.0,
  "symbols": ["Rb", "C", "O", "N", "N", "H", "H", "H", "H", "C", "C", "C", "O", "C", "N", "H", "H", "H", "H", "H", "H", "H", "H", "H", "H", "H", "C", "C", "C", "O", "C", "N", "H", "H", "H", "H", "H", "H", "H", "H", "H", "H", "H"],
  "coordinates": [[3.72, -8.46, -29.08], [3.16, -12.12, -27.85], [2.95, -11.12, -28.42], [4.03, -12.26, -26.92], [2.43, -13.22, -27.93], [4.70, -11.54, -26.69], [4.02, -13.09, -26.34], [2.59, -14.01, -27.32], [1.71, -13.12, -28.63], [6.13, -5.69, -30.26], [5.45, -4.31, -30.02], [5.71, -3.27, -31.22], [5.04, -2.08, -31.10], [5.57, -0.91, -31.64], [4.02, -4.63, -29.78], [5.97, -6.06, -31.28], [5.71, -6.42, -29.56], [7.20, -5.61, -30.07], [5.84, -3.89, -29.09], [5.40, -3.85, -32.09], [6.79, -3.21, -31.30], [5.70, -1.31, -32.65], [6.39, -0.48, -31.07], [4.75, -0.19, -31.67], [3.52, -3.79, -29.54], [4.04, -5.13, -28.90], [8.04, -11.12, -29.45], [6.93, -10.21, -30.09], [5.71, -11.04, -30.61], [4.75, -10.27, -31.39], [3.64, -10.98, -31.94], [6.51, -9.32, -29.00], [8.01, -11.52, -28.44], [8.92, -10.48, -29.38], [8.22, -11.95, -30.14], [7.41, -9.60, -30.86], [5.28, -11.62, -29.80], [6.14, -11.79, -31.27], [3.07, -10.30, -32.57], [3.02, -11.53, -31.23], [4.10, -11.62, -32.70], [7.20, -8.62, -28.77], [6.43, -9.85, -28.14]]
}

***

Record 5
{
  "formula": "C38H51ClOP4PbS",
  "method": "wB97M-V/def2-TZVPD",
  "charge": 2,
  "e_tot_ev": -108020.1884,
  "homo_lumo_gap_ev": [3.23, 3.86],
  "max_force_ev_per_a": 13.12,
  "e_above_lowest_kj_mol": 197.4,
  "symbols": ["P", "C", "C", "H", "C", "H", "C", "H", "C", "H", "C", "H", "C", "C", "H", "C", "H", "C", "H", "C", "H", "C", "H", "C", "C", "H", "C", "H", "C", "H", "C", "H", "C", "H", "Pb", "C", "C", "H", "C", "O", "H", "C", "H", "C", "Cl", "P", "P", "C", "H", "H", "H", "C", "H", "H", "H", "C", "H", "H", "H", "C", "H", "H", "H", "C", "H", "H", "H", "C", "H", "H", "H", "P", "C", "C", "H", "H", "H", "H", "H", "H", "C", "H", "H", "H", "H", "S", "C", "C", "C", "C", "C", "C", "H", "H", "H", "H", "H"],
  "coordinates": [[1.33, 0.92, -3.06], [3.03, 1.35, -3.07], [3.81, 0.72, -4.05], [3.38, -0.08, -4.65], [5.11, 1.18, -4.28], [5.70, 0.73, -5.06], [5.62, 2.22, -3.48], [6.63, 2.58, -3.67], [4.86, 2.80, -2.45], [5.27, 3.60, -1.84], [3.56, 2.35, -2.23], [2.94, 2.76, -1.42], [0.98, -0.72, -3.61], [1.67, -1.84, -3.11], [2.47, -1.69, -2.35], [1.38, -3.11, -3.57], [1.91, -3.98, -3.19], [0.40, -3.26, -4.58], [0.19, -4.25, -4.98], [-0.29, -2.16, -5.09], [-1.03, -2.27, -5.88], [-0.03, -0.89, -4.57], [-0.56, -0.01, -4.96], [0.20, 2.19, -3.55], [0.58, 2.81, -4.75], [1.49, 2.47, -5.26], [-0.22, 3.81, -5.30], [0.06, 4.25, -6.24], [-1.37, 4.22, -4.60], [-1.99, 5.01, -5.02], [-1.73, 3.63, -3.37], [-2.62, 3.96, -2.84], [-0.94, 2.61, -2.85], [-1.19, 2.15, -1.87], [0.42, 0.27, 1.71], [-1.73, -1.35, 1.32], [-2.05, -1.69, 0.07], [-2.25, -1.66, 2.23], [-1.26, -1.12, -1.12], [-2.15, -0.30, -1.90], [-1.63, 0.19, -2.56], [-0.09, -0.23, -0.67], [-0.78, -1.92, -1.74], [0.73, 0.57, -0.10], [2.55, 1.74, 2.20], [-1.56, 2.15, 2.32], [1.80, -2.22, 2.03], [-1.05, 3.17, 3.75], [0.01, 3.42, 3.63], [-1.17, 2.59, 4.68], [-1.66, 4.08, 3.79], [-1.67, 3.34, 0.94], [-2.37, 2.97, 0.17], [-0.68, 3.45, 0.48], [-2.02, 4.32, 1.31], [-3.30, 1.72, 2.67], [-3.32, 1.04, 3.53], [-3.72, 1.19, 1.80], [-3.89, 2.62, 2.89], [2.61, -2.48, 3.64], [1.87, -2.75, 4.40], [3.08, -1.53, 3.95], [3.38, -3.26, 3.55], [1.02, -3.84, 1.68], [0.63, -3.84, 0.66], [0.18, -3.97, 2.38], [1.74, -4.66, 1.81], [3.19, -2.16, 0.85], [3.55, -1.12, 0.78], [2.87, -2.50, -0.14], [4.01, -2.80, 1.21], [-3.40, -2.77, -0.52], [-3.98, -3.73, 0.85], [-2.64, -3.76, -1.81], [-4.31, -3.07, 1.66], [-3.18, -4.40, 1.21], [-4.82, -4.32, 0.48], [-2.31, -3.14, -2.65], [-3.40, -4.48, -2.15], [-1.78, -4.31, -1.40], [-4.65, -1.69, -1.20], [-4.98, -0.98, -0.43], [-5.50, -2.31, -1.51], [-4.24, -1.13, -2.04], [1.69, 1.32, 0.08], [-0.65, -1.09, 4.73], [-0.22, 0.05, 5.88], [1.09, 0.60, 5.90], [1.45, 1.49, 6.90], [0.51, 1.89, 7.87], [-0.79, 1.38, 7.83], [-1.16, 0.46, 6.86], [1.80, 0.30, 5.12], [2.47, 1.88, 6.93], [0.80, 2.60, 8.65], [-1.53, 1.69, 8.58], [-2.16, 0.03, 6.82]]
}

***

Record 6
{
  "formula": "C4H8N3S",
  "method": "wB97M-V/def2-TZVPD",
  "charge": 1,
  "e_tot_ev": -19576.4506,
  "homo_lumo_gap_ev": 10.44,
  "smiles": "[NH2+]=C1CC=N[C@H](S)N1",
  "max_force_ev_per_a": 2.69,
  "e_above_lowest_kj_mol": 77.6,
  "symbols": ["C", "C", "C", "C", "N", "N", "N", "S", "H", "H", "H", "H", "H", "H", "H", "H"],
  "coordinates": [[-1.57, -0.44, -0.60], [0.30, 0.86, 0.50], [-1.18, 0.68, 0.33], [0.57, -1.20, -1.17], [-0.78, -1.20, -1.21], [1.12, 0.03, -0.06], [0.71, 1.86, 1.25], [1.36, -2.72, -0.71], [-2.63, -0.58, -0.77], [-1.62, 1.61, -0.05], [-1.63, 0.50, 1.31], [1.04, -0.86, -2.09], [2.12, 0.08, 0.06], [0.07, 2.51, 1.69], [1.70, 2.03, 1.41], [0.42, -3.16, 0.12]]
}

***

Record 7
{
  "formula": "C5H6O2",
  "method": "wB97M-V/def2-TZVPD",
  "charge": 0,
  "e_tot_ev": -9375.6832,
  "homo_lumo_gap_ev": 10.57,
  "smiles": "O=C1CO[C@H]2C[C@@H]12",
  "max_force_ev_per_a": 0.49,
  "e_above_lowest_kj_mol": 136.3,
  "symbols": ["O", "C", "C", "O", "C", "C", "C", "H", "H", "H", "H", "H", "H"],
  "coordinates": [[0.21, -2.32, 0.72], [0.13, -1.24, 0.19], [-0.71, -0.92, -1.05], [-0.58, 0.46, -1.32], [0.31, 1.05, -0.40], [-0.11, 1.12, 1.03], [0.84, 0.02, 0.56], [-1.77, -1.19, -0.89], [-0.33, -1.51, -1.89], [0.92, 1.83, -0.84], [-1.12, 0.83, 1.31], [0.33, 1.90, 1.65], [1.86, -0.03, 0.92]]
}

***

Record 8
{
  "formula": "C36H32CeNO2P2",
  "method": "wB97M-V/def2-TZVPD",
  "charge": 2,
  "e_tot_ev": -74923.6991,
  "homo_lumo_gap_ev": [7.16, 7.23],
  "max_force_ev_per_a": 3.63,
  "multiplicity": 2,
  "symbols": ["C", "C", "C", "C", "C", "C", "P", "C", "C", "C", "C", "C", "C", "Ce", "P", "C", "C", "C", "C", "C", "C", "C", "C", "C", "C", "C", "C", "C", "C", "C", "C", "C", "C", "C", "C", "C", "C", "C", "C", "H", "H", "H", "H", "H", "H", "H", "H", "H", "H", "H", "H", "H", "H", "H", "H", "H", "H", "H", "H", "H", "H", "H", "H", "H", "H", "H", "H", "H", "H", "H", "H", "O", "N", "O"],
  "coordinates": [[0.65, -1.53, -2.48], [-0.31, -1.97, -1.54], [-1.64, -2.06, -1.97], [-2.00, -1.73, -3.27], [-1.04, -1.31, -4.19], [0.29, -1.19, -3.79], [0.01, -2.14, 0.27], [-1.35, -3.14, 0.98], [-2.48, -2.59, 1.64], [-3.39, -3.45, 2.27], [-3.32, -4.84, 2.08], [-2.26, -5.37, 1.31], [-1.24, -4.54, 0.84], [-1.18, 0.17, 1.43], [0.11, 2.41, 0.25], [-1.43, 2.43, -0.78], [-1.33, 2.91, -2.10], [-2.27, 2.58, -3.06], [-3.46, 1.96, -2.67], [-3.64, 1.63, -1.33], [-2.67, 1.89, -0.35], [-0.12, 3.59, 1.58], [0.75, 3.53, 2.69], [0.48, 4.36, 3.77], [-0.63, 5.23, 3.75], [-1.49, 5.26, 2.64], [-1.24, 4.44, 1.55], [1.76, 2.57, -0.46], [2.75, 1.57, -0.31], [3.98, 1.73, -0.94], [4.22, 2.87, -1.71], [3.23, 3.85, -1.89], [2.01, 3.71, -1.24], [1.59, -2.96, 0.49], [2.15, -3.72, -0.54], [3.42, -4.27, -0.42], [4.15, -4.09, 0.77], [3.58, -3.38, 1.84], [2.31, -2.84, 1.71], [1.60, 2.84, 2.68], [1.13, 4.34, 4.65], [-0.84, 5.87, 4.61], [-2.35, 5.92, 2.62], [-1.91, 4.41, 0.69], [-0.48, 3.55, -2.33], [-2.07, 2.80, -4.11], [-4.22, 1.76, -3.42], [-4.56, 1.15, -1.04], [-2.93, 1.77, 0.73], [2.52, 0.65, 0.23], [4.74, 0.93, -0.86], [5.18, 2.99, -2.20], [3.38, 4.70, -2.56], [1.22, 4.44, -1.37], [1.57, -3.87, -1.45], [3.84, -4.84, -1.25], [5.15, -4.50, 0.86], [4.14, -3.26, 2.78], [1.88, -2.34, 2.57], [-2.77, -1.49, 1.62], [-4.18, -3.03, 2.91], [-4.08, -5.51, 2.50], [-2.22, -6.45, 1.10], [-0.35, -4.95, 0.36], [-2.40, -2.42, -1.30], [-3.04, -1.83, -3.57], [-1.34, -1.02, -5.20], [1.08, -0.83, -4.45], [1.71, -1.49, -2.24], [0.76, 0.34, -0.65], [0.24, 0.05, -0.13], [0.51, -1.67, 4.01], [0.08, -0.96, 3.11], [0.05, 0.40, 3.30]]
}